# C6H10Cl2N3

An isolated ion of composition C6H10Cl2N3 and charge +1 in a non-equilibrium geometry (ωB97M-V with the def2-TZVPD basis set, OMol25).

M, u: 195.07
HOMO energy, eV: -12.020
Kohn-Sham gap, eV: 8.05
Structure (SMILES): CC/C=[N+]1\C(Cl)=C(N)N[C@H]1Cl
Charge: +1
ΔE to the lowest compared entry with this formula, charge and spin, kJ/mol: 0.00
E_tot, a.u.: -1318.94862

Geometry (Å):
C1 0.75847 0.41947 0.08968
C2 1.99597 -0.13830 -0.23051
C3 -1.35587 -0.32926 0.70147
C4 0.79695 -1.89166 0.62487
C5 -2.63059 1.12741 -0.91720
C6 -1.93247 0.97906 0.46837
N1 -0.11627 -0.61624 0.53028
N2 2.05930 -1.44464 0.11188
N3 3.09247 0.46841 -0.70385
Cl1 0.34522 1.95937 -0.71968
Cl2 1.13415 -2.73294 2.10650
H1 -1.97205 -1.08929 0.98301
H2 0.43774 -2.63538 -0.10043
H3 -3.14328 0.11330 -1.06986
H4 -1.92211 1.40334 -1.58812
H5 -3.40918 1.93251 -0.80189
H6 -2.73563 1.18817 1.24955
H7 -1.25292 1.87327 0.56498
H8 2.85821 -1.95768 0.48285
H9 3.17162 1.49105 -0.91865
H10 3.82028 -0.11996 -0.86325